1.
{
  "formula": "C4H8N2OS",
  "method": "ωB97M-V/def2-TZVPD",
  "species": ["C", "C", "C", "C", "H", "H", "H", "H", "H", "H", "H", "H", "N", "N", "O", "S"],
  "xyz": [[1.928, 0.226, -0.171], [0.747, -0.620, -0.398], [-0.542, -0.458, 0.035], [-1.108, 0.492, 0.851], [0.496, 2.011, -0.452], [2.439, 2.298, -0.437], [1.147, -1.662, -0.711], [-0.691, -2.473, -0.316], [-2.299, -1.558, -0.390], [-1.687, -0.204, 1.696], [-0.352, 1.350, 1.132], [-1.640, 0.363, -1.047], [1.747, 1.507, -0.328], [-1.306, -1.644, -0.034], [-2.196, 0.892, 0.147], [3.317, -0.520, 0.423]],
  "lowdin_charge": [-0.96, -0.09, -0.50, -0.39, 0.27, 0.13, 0.12, 0.12, 0.12, 0.19, 0.13, 0.31, 0.03, 0.05, -0.13, 0.58],
  "gap_ev": 7.4142,
  "e_tot_ha": -739.91631,
  "de_lowest_kcal_mol": 154.2,
  "charge": 0,
  "e_lumo_ev": -0.78
}

2.
{
  "formula": "C4H8N2OS",
  "method": "ωB97M-V/def2-TZVPD",
  "species": ["C", "C", "C", "C", "H", "H", "H", "H", "H", "H", "H", "H", "N", "N", "O", "S"],
  "xyz": [[1.460, 0.193, -0.054], [0.249, -0.444, 0.131], [-1.022, 0.235, 0.152], [-2.054, -0.887, 0.156], [3.599, -0.245, 0.029], [2.586, -1.546, -0.181], [0.711, 2.094, -0.007], [2.297, 2.117, -0.623], [0.131, -1.485, 0.361], [-1.730, -1.736, -0.395], [-2.112, -1.280, 1.222], [-3.424, 0.528, -0.430], [2.592, -0.556, -0.069], [1.547, 1.571, -0.043], [-3.340, -0.424, -0.345], [-1.491, 1.865, 0.097]],
  "lowdin_charge": [-0.42, -0.11, -0.66, -0.27, 0.14, 0.09, -0.06, 0.16, 0.10, 0.09, 0.14, 0.00, 0.12, 0.12, -0.12, 0.68],
  "gap_ev": 8.3544,
  "e_tot_ha": -740.12039,
  "smiles": "NC(N)=CC(=S)CO",
  "de_lowest_kcal_mol": 26.1,
  "charge": 0,
  "e_lumo_ev": 0.25
}

3.
{
  "formula": "C4H8N2OS",
  "method": "ωB97M-V/def2-TZVPD",
  "species": ["C", "C", "C", "C", "N", "N", "O", "S", "H", "H", "H", "H", "H", "H", "H", "H"],
  "xyz": [[0.636, -1.083, 0.520], [-1.316, 0.240, 0.785], [2.086, -1.120, 0.139], [-1.899, 0.554, -0.600], [-0.071, -2.125, 0.590], [0.118, 0.153, 0.800], [-1.853, -1.574, 2.698], [-1.871, -1.496, 1.255], [-1.669, 0.927, 1.556], [2.364, -2.118, -0.184], [2.693, -0.842, 1.000], [2.263, -0.417, -0.675], [-1.096, 0.716, -1.319], [-2.528, 1.438, -0.570], [-2.500, -0.283, -0.950], [0.687, 0.985, 0.763]],
  "lowdin_charge": [-0.57, -0.48, -0.02, -0.09, 0.00, 0.00, -0.52, 0.97, 0.12, 0.08, 0.08, 0.08, 0.08, 0.07, 0.05, 0.14],
  "gap_ev": 9.9099,
  "e_tot_ha": -740.10863,
  "de_lowest_kcal_mol": 33.5,
  "charge": 0,
  "e_lumo_ev": 0.74
}

4.
{
  "formula": "C4H8N2OS",
  "method": "ωB97M-V/def2-TZVPD",
  "species": ["C", "C", "C", "C", "H", "H", "H", "H", "H", "H", "H", "H", "N", "N", "O", "S"],
  "xyz": [[-1.190, 1.188, 0.013], [-0.952, -0.282, 0.144], [1.420, 0.087, -0.284], [2.724, -0.183, 0.434], [-0.410, 1.747, 0.488], [-2.178, 1.412, 0.436], [-1.233, 1.434, -1.014], [0.535, -1.658, 0.330], [1.213, 1.161, -0.238], [1.437, -0.208, -1.345], [2.579, -0.209, 1.531], [-3.633, -1.431, -0.369], [0.375, -0.669, 0.427], [-1.768, -1.242, -0.014], [-3.065, -0.666, -0.289], [4.147, -0.480, -0.249]],
  "lowdin_charge": [-0.01, -0.41, -0.28, -0.67, 0.07, 0.09, 0.08, 0.12, 0.10, 0.12, 0.07, 0.07, 0.00, 0.05, -0.10, 0.69],
  "gap_ev": 8.4417,
  "e_tot_ha": -740.06643,
  "smiles": "C/C(=N\\O)NCC=S",
  "de_lowest_kcal_mol": 60.0,
  "charge": 0,
  "e_lumo_ev": -0.35
}

5.
{
  "formula": "C4H8N2P",
  "method": "ωB97M-V/def2-TZVPD",
  "species": ["C", "C", "C", "C", "N", "N", "P", "H", "H", "H", "H", "H", "H", "H", "H"],
  "xyz": [[0.168, 1.083, -1.269], [-0.508, 0.447, -0.284], [1.557, -0.244, -0.026], [-2.722, 0.111, 0.265], [1.550, 0.562, -1.127], [0.341, -0.325, 0.502], [3.147, -0.884, 0.532], [-0.092, 1.689, -2.094], [-2.328, -0.789, 0.692], [-2.957, 0.924, 0.866], [-3.143, 0.049, -0.694], [2.321, 0.467, -1.786], [0.143, -0.631, 1.451], [2.617, -2.043, 0.882], [2.944, -0.260, 1.846]],
  "lowdin_charge": [0.00, -0.06, -0.60, 0.24, 0.09, 0.08, 0.93, 0.10, 0.02, 0.01, 0.02, 0.15, 0.17, -0.14, -0.04],
  "gap_ev": 10.0401,
  "e_tot_ha": -607.70790,
  "de_lowest_kcal_mol": 70.8,
  "charge": 1,
  "e_lumo_ev": -3.97
}

6.
{
  "formula": "C4H8N2S",
  "method": "ωB97M-V/def2-TZVPD",
  "species": ["C", "C", "C", "C", "N", "N", "S", "H", "H", "H", "H", "H", "H", "H", "H"],
  "xyz": [[1.324, -0.300, 0.616], [1.898, 1.677, -0.618], [-0.307, -1.031, -0.878], [-2.171, -0.041, 0.977], [0.541, -1.200, 0.197], [1.272, 0.946, 0.180], [-1.560, 0.478, -0.704], [2.052, -0.613, 1.366], [1.415, 2.604, -1.075], [2.907, 1.283, -1.099], [0.249, -1.027, -1.773], [-0.845, -2.010, -0.734], [-1.871, 0.549, 1.831], [-1.581, -1.057, 0.911], [-3.324, -0.257, 0.801]],
  "lowdin_charge": [-0.29, -0.03, -0.48, -0.41, -0.07, -0.01, 0.69, 0.13, 0.10, 0.11, 0.06, 0.09, 0.01, 0.03, 0.06],
  "gap_ev": 8.7852,
  "e_tot_ha": -664.78910,
  "smiles": "C=N/C=N\\CSC",
  "de_lowest_kcal_mol": 90.2,
  "charge": 0,
  "e_lumo_ev": 0.52
}

7.
{
  "formula": "C4H8N2S",
  "method": "ωB97M-V/def2-TZVPD",
  "species": ["C", "C", "C", "C", "H", "H", "H", "H", "H", "H", "H", "H", "N", "N", "S"],
  "xyz": [[1.546, 1.419, -0.101], [1.731, -0.121, 0.049], [-1.610, -0.422, 0.779], [-1.759, -0.706, -0.725], [0.696, 1.767, -0.705], [1.163, 2.033, 0.773], [2.538, 1.946, -0.310], [0.491, -1.767, 0.159], [-1.644, -1.182, 1.613], [-2.235, 0.479, 1.080], [-2.471, -0.106, -1.372], [-1.539, -1.739, -1.135], [0.529, -0.792, 0.068], [-0.643, 0.054, -0.153], [3.205, -0.863, -0.020]],
  "lowdin_charge": [-0.13, -0.86, -0.16, -0.11, 0.06, 0.09, 0.08, 0.11, 0.13, 0.11, 0.11, 0.12, -0.02, -0.12, 0.59],
  "gap_ev": 9.0392,
  "e_tot_ha": -664.78770,
  "smiles": "CC(=S)NN1CC1",
  "de_lowest_kcal_mol": 91.0,
  "charge": 0,
  "e_lumo_ev": 0.78
}

8.
{
  "formula": "C4H8N2S",
  "method": "ωB97M-V/def2-TZVPD",
  "species": ["C", "C", "C", "C", "N", "N", "S", "H", "H", "H", "H", "H", "H", "H", "H"],
  "xyz": [[-1.644, -0.719, -1.243], [-1.569, 0.546, -1.949], [1.564, -1.084, -0.182], [0.592, -0.384, 0.807], [-1.601, -1.951, -1.472], [-1.554, -2.584, -0.260], [-1.515, -1.139, 0.637], [-1.288, 0.204, -2.995], [-0.823, 1.204, -1.595], [-2.573, 1.205, -1.823], [2.595, -0.793, -0.019], [1.290, -2.140, -0.117], [1.434, -0.721, -1.187], [0.246, 0.602, 0.499], [0.882, -0.610, 1.788]],
  "lowdin_charge": [-0.55, -0.10, -0.14, -0.20, -0.14, -0.38, 0.96, 0.11, 0.03, 0.13, 0.07, 0.07, 0.05, 0.04, 0.03],
  "gap_ev": [7.8316, 7.8325],
  "e_tot_ha": -664.71375,
  "de_lowest_kcal_mol": 137.4,
  "charge": 0,
  "e_lumo_ev": [-0.02, -0.02]
}

9.
{
  "formula": "C4H8N2S",
  "method": "ωB97M-V/def2-TZVPD",
  "species": ["C", "C", "C", "C", "H", "H", "H", "H", "H", "H", "H", "H", "N", "N", "S"],
  "xyz": [[0.317, -0.420, 1.891], [-0.063, -0.095, -0.348], [0.603, 0.409, -1.615], [1.855, 0.777, -1.870], [0.768, -1.610, 2.217], [-1.062, -0.369, 2.172], [0.849, 0.623, 2.504], [-1.783, 0.236, -1.045], [-3.067, -0.462, 1.644], [-0.247, 0.751, -2.439], [2.714, 0.660, -1.209], [1.984, 0.901, -2.903], [0.758, -0.244, 0.528], [-1.346, 0.071, -0.196], [-2.279, -1.229, 0.669]],
  "lowdin_charge": [-0.23, -0.62, -0.11, 0.01, 0.13, 0.04, 0.13, 0.03, -0.06, 0.14, 0.07, 0.03, -0.03, -0.25, 0.71],
  "gap_ev": 8.8923,
  "e_tot_ha": -664.69812,
  "de_lowest_kcal_mol": 147.2,
  "charge": 0,
  "e_lumo_ev": 0.29
}

10.
{
  "formula": "C4H8N2S",
  "method": "ωB97M-V/def2-TZVPD",
  "species": ["C", "C", "C", "C", "H", "H", "H", "H", "H", "H", "H", "H", "N", "N", "S"],
  "xyz": [[-1.048, -0.599, -1.358], [-0.826, 0.589, -0.399], [0.847, -0.767, 0.741], [2.016, -0.900, 1.274], [-1.426, -0.324, -2.345], [-0.073, -1.122, -1.446], [-1.834, -1.250, -0.952], [-2.078, 1.723, -1.304], [-0.231, 2.490, 0.782], [0.333, -1.670, 0.448], [2.524, -0.154, 1.804], [2.601, -1.811, 1.098], [-1.501, 1.649, -0.452], [0.084, 0.387, 0.641], [0.612, 1.760, 1.467]],
  "lowdin_charge": [-0.02, -0.50, -0.29, -0.02, 0.08, 0.07, 0.09, 0.07, -0.16, 0.11, 0.01, 0.07, 0.08, -0.45, 0.85],
  "gap_ev": 8.8928,
  "e_tot_ha": -664.84794,
  "smiles": "[H]/N=C(\\C)N(S)C=C",
  "de_lowest_kcal_mol": 53.2,
  "charge": 0,
  "e_lumo_ev": 0.87
}

11.
{
  "formula": "C4H8N2S",
  "method": "ωB97M-V/def2-TZVPD",
  "species": ["C", "C", "C", "C", "H", "H", "H", "H", "H", "H", "H", "H", "N", "N", "S"],
  "xyz": [[-1.098, -0.217, -0.093], [0.006, 0.562, 0.444], [1.192, -0.194, 1.263], [1.202, 1.108, -0.535], [-1.677, -1.771, -1.186], [-0.032, -1.692, -1.084], [-2.850, -0.598, -0.691], [-0.591, 1.389, 0.752], [0.914, -1.086, 1.657], [1.212, 0.779, 1.958], [1.677, 2.017, -0.231], [0.834, 1.206, -1.567], [-0.930, -1.659, -0.412], [-2.318, 0.202, -0.137], [2.458, -0.047, -0.138]],
  "lowdin_charge": [-0.50, -0.31, -0.33, -0.49, 0.09, 0.12, 0.09, 0.11, 0.02, 0.13, 0.05, 0.08, 0.04, 0.10, 0.80],
  "gap_ev": 9.5022,
  "e_tot_ha": -664.79724,
  "smiles": "[H]/N=C(\\N)C1CSC1",
  "de_lowest_kcal_mol": 85.0,
  "charge": 0,
  "e_lumo_ev": 0.58
}

12.
{
  "formula": "C4H8N2S2",
  "method": "ωB97M-V/def2-TZVPD",
  "species": ["C", "C", "C", "C", "N", "N", "S", "S", "H", "H", "H", "H", "H", "H", "H", "H"],
  "xyz": [[2.234, -0.444, 2.253], [-0.712, -1.586, 0.705], [0.432, 1.791, 0.952], [0.352, -0.274, -0.961], [0.025, 0.458, 1.311], [-0.174, -0.419, 0.384], [3.177, 0.758, 1.979], [1.591, -1.807, 2.604], [-1.210, -1.653, 1.732], [-0.617, -2.249, -0.108], [0.349, 2.343, 1.873], [1.532, 1.784, 0.806], [-0.130, 2.152, 0.192], [-0.583, -0.042, -1.541], [0.880, 0.662, -1.131], [0.755, -1.301, -1.079]],
  "lowdin_charge": [-1.35, -0.05, -0.18, 0.00, -0.09, -0.36, 0.73, 0.75, 0.10, 0.05, 0.08, -0.02, 0.04, 0.12, 0.08, 0.11],
  "gap_ev": [7.9106, 7.9112],
  "e_tot_ha": -1062.95132,
  "de_lowest_kcal_mol": 90.6,
  "charge": 0,
  "e_lumo_ev": [0.32, 0.32]
}

13.
{
  "formula": "C4H8N2S2",
  "method": "ωB97M-V/def2-TZVPD",
  "species": ["C", "C", "C", "C", "H", "H", "H", "H", "H", "H", "H", "H", "N", "N", "S", "S"],
  "xyz": [[1.578, 0.270, -0.606], [-0.699, 0.422, 0.307], [-1.600, -0.623, -0.346], [-1.499, -0.450, 1.056], [1.585, -0.201, -2.550], [-0.135, 0.222, -1.905], [2.592, -0.337, 1.536], [-1.017, 1.620, 0.498], [-1.228, -1.674, -0.614], [-2.472, -0.291, -1.119], [-0.984, -1.332, 1.539], [-2.234, 0.136, 1.949], [0.946, 0.588, -1.905], [0.758, 0.236, 0.378], [3.208, 0.540, -0.211], [1.200, 0.875, 1.995]],
  "lowdin_charge": [-0.96, -0.46, -0.16, -0.28, 0.17, 0.11, 0.05, 0.21, 0.14, 0.16, 0.13, 0.20, 0.03, -0.51, 0.59, 0.59],
  "gap_ev": 8.0599,
  "e_tot_ha": -1062.86338,
  "de_lowest_kcal_mol": 145.8,
  "charge": 0,
  "e_lumo_ev": 0.02
}

14.
{
  "formula": "C4H8N2S2",
  "method": "ωB97M-V/def2-TZVPD",
  "species": ["C", "C", "C", "C", "H", "H", "H", "H", "H", "H", "H", "H", "N", "N", "S", "S"],
  "xyz": [[1.661, 0.737, 1.201], [0.512, 0.331, 0.311], [-0.379, 1.191, -0.246], [0.579, -1.036, -0.059], [1.795, 0.058, 2.071], [2.726, 0.646, 0.658], [1.430, 1.764, 1.632], [-0.393, 2.237, 0.183], [-1.952, 1.692, -1.563], [-0.765, 0.093, -1.957], [-0.414, -2.678, -0.463], [-2.832, -0.894, -0.478], [-1.161, 0.887, -1.286], [-0.611, -1.764, -0.129], [1.980, -1.786, -0.508], [-2.176, -1.478, 0.633]],
  "lowdin_charge": [-0.12, -0.41, -0.24, -0.89, 0.07, 0.10, 0.09, 0.14, 0.19, 0.17, 0.03, -0.12, -0.01, -0.40, 0.67, 0.72],
  "gap_ev": 8.2514,
  "e_tot_ha": -1063.02244,
  "smiles": "C/C(=C/N)C(=S)NS",
  "de_lowest_kcal_mol": 46.0,
  "charge": 0,
  "e_lumo_ev": 0.31
}

15.
{
  "formula": "C4H8N2S4",
  "method": "ωB97M-V/def2-TZVPD",
  "species": ["C", "C", "C", "C", "N", "N", "S", "S", "S", "S", "H", "H", "H", "H", "H", "H", "H", "H"],
  "xyz": [[0.939, -1.051, 0.523], [-1.500, -0.392, 1.627], [-0.223, -0.490, -2.865], [0.473, 1.531, 2.473], [0.822, -0.936, -0.799], [-0.286, -0.888, -1.511], [2.468, -0.978, 1.195], [-0.490, -1.791, 1.418], [-3.126, -0.502, 0.971], [-1.231, 0.973, 2.661], [-0.357, 0.578, -3.103], [0.763, -0.932, -3.191], [-1.088, -1.034, -3.311], [1.266, 0.803, 2.645], [0.786, 2.304, 3.118], [0.617, 1.995, 1.494], [1.701, -0.538, -1.269], [-2.614, -1.200, -0.178]],
  "lowdin_charge": [-1.07, -1.41, -0.12, -0.42, -0.14, -0.05, 0.63, 0.80, 0.63, 0.77, 0.09, 0.09, 0.09, -0.02, 0.02, 0.04, 0.16, -0.09],
  "gap_ev": [7.8104, 5.8109],
  "e_tot_ha": -1859.30836,
  "de_lowest_kcal_mol": 79.6,
  "charge": 0,
  "e_lumo_ev": [-0.53, -1.38]
}